Formula: C2H5N3O2
Source: the Open Molecules 2025 dataset
Level of theory: the ωB97M-V functional and the def2-TZVPD basis

Last column: Mulliken charge in e.
Element x y z (Å)
C -0.5252 -0.5990 0.4668  0.528
C 2.5192 0.0122 -1.2312  0.106
N -1.0213 -1.6214 -0.3476  -0.577
N -0.3599 1.7577 0.4762  -0.668
N -0.7661 0.6153 -0.1133  0.014
O 0.0031 -0.7812 1.5236  -0.582
O 2.9085 0.5217 -0.3046  -0.109
H -0.6986 -1.3893 -1.3197  0.266
H -0.5912 -2.5000 -0.1857  0.270
H -1.1227 1.9899 1.2060  0.274
H 0.5141 1.4455 0.9105  0.270
H -0.8600 0.5484 -1.0811  0.206

As for the HOMO-LUMO gap: 0.3931 Eh. The value obtained for the highest occupied orbital energy is -0.3634 Ha. Its energy above the lowest of the compared OMol25 structures with the same formula, charge and spin is 52.66 kcal per mole. The LUMO energy is 0.808 eV. For the molar mass, the calculation gives 103.1 g mol⁻¹.

=====

Formula: C2H5N3O2
Source: the Open Molecules 2025 dataset
Level of theory: the ωB97M-V functional and the def2-TZVPD basis

Last column: Mulliken charge in e.
Element x y z (Å)
C 1.4985 0.6115 0.7419  -0.164
C 1.8212 -0.3715 -0.3387  -0.356
N -2.0329 0.3990 -0.2197  -0.196
N 0.8368 0.6242 -0.5219  -0.357
N -1.2990 -0.5803 -0.1443  0.639
O -1.1389 -1.7468 0.0044  -0.507
O -3.3668 0.2461 -0.4041  -0.374
H 1.1516 0.0474 1.5557  0.215
H 2.0258 1.5368 0.9247  0.272
H 2.6321 -0.4848 -1.0489  0.276
H 1.5334 -1.4081 0.0892  0.147
H -3.6618 1.1266 -0.6383  0.406

As for the HOMO-LUMO gap (spin up / spin down): 0.3181 / 0.3426 Eh. The value obtained for the highest occupied orbital energy (spin up / spin down) is -0.3417 / -0.3512 Ha. Its energy above the lowest of the compared OMol25 structures with the same formula, charge and spin is 227.62 kcal per mole. The LUMO energy (spin up / spin down) is -0.642 / -0.235 eV. For the molar mass, the calculation gives 103.1 g mol⁻¹.

=====

Formula: C2H5N3O2
Source: the Open Molecules 2025 dataset
Level of theory: the ωB97M-V functional and the def2-TZVPD basis

Last column: Mulliken charge in e.
Element x y z (Å)
N -0.5772 -0.5626 -2.3700  -0.561
C -0.7695 -0.5068 -0.9702  0.520
O -1.6557 -1.0466 -0.3667  -0.594
N 0.1374 0.3986 -0.3066  -0.281
N -0.0933 0.4320 1.0782  -0.103
C 1.0192 0.4999 1.8758  0.101
O 2.0813 0.8429 1.3327  -0.607
H -1.3738 -1.1347 -2.8098  0.305
H -0.6301 0.4031 -2.7919  0.282
H 1.0973 0.2048 -0.5918  0.293
H -0.9649 -0.0547 1.3239  0.299
H 0.7000 0.3766 2.8969  0.348

As for the HOMO-LUMO gap: 0.3673 Eh. The value obtained for the highest occupied orbital energy is -0.3430 Ha. Its energy above the lowest of the compared OMol25 structures with the same formula, charge and spin is 42.65 kcal per mole. The SMILES is NC(=O)NNC=O. The LUMO energy is 0.662 eV. For the molar mass, the calculation gives 103.1 g mol⁻¹.

=====

Formula: C2H5N3O2S
Source: the Open Molecules 2025 dataset
Level of theory: the ωB97M-V functional and the def2-TZVPD basis

Last column: Mulliken charge in e.
Element x y z (Å)
C -0.1490 0.2601 -0.7756  0.516
C 2.4733 0.3585 0.4186  0.157
H -2.0742 -0.2605 1.4500  0.242
H -3.1918 -0.6148 -0.1075  0.349
H -1.8994 1.2331 -0.5794  0.246
H 0.1466 -1.5010 0.4185  0.363
H 3.6336 0.3720 0.8377  0.248
N -2.0242 -0.7226 0.5857  -0.548
N -1.5357 0.3262 -0.4743  -0.171
N 0.4267 -0.9948 -0.4493  -0.341
O 0.3883 1.1331 -1.4910  -0.586
O 1.6764 1.4033 0.7130  -0.482
S 2.1294 -0.9926 -0.5463  0.006

As for the HOMO-LUMO gap: 0.3556 Eh. The value obtained for the highest occupied orbital energy is -0.3515 Ha. Its energy above the lowest of the compared OMol25 structures with the same formula, charge and spin is 106.87 kcal per mole. The LUMO energy is 0.112 eV. For the molar mass, the calculation gives 135.1 g mol⁻¹.

=====

Formula: C2H5N3O2S
Source: the Open Molecules 2025 dataset
Level of theory: the ωB97M-V functional and the def2-TZVPD basis

Last column: Mulliken charge in e.
Element x y z (Å)
C -1.8949 -0.1756 0.3527  -0.281
C 0.2420 0.1470 -0.2037  0.144
N -1.6835 1.1090 -0.2627  -0.325
N -0.4852 1.2450 -0.5833  -0.140
N -0.5483 -0.7017 0.4590  -0.117
O 2.5132 0.8983 0.7637  -0.517
O 2.2173 -1.4436 0.0130  -0.525
S 2.0340 -0.1091 -0.4896  0.619
H -2.3869 -0.0652 1.3241  0.286
H -2.5308 -0.7857 -0.3073  0.272
H 0.2417 -0.3168 -2.3276  0.042
H 2.5564 1.8156 0.4860  0.348
H -0.2749 -1.6173 0.7756  0.195

As for the HOMO-LUMO gap (spin up / spin down): 0.3262 / 0.2577 Eh. The value obtained for the highest occupied orbital energy (spin up / spin down) is -0.3496 / -0.2873 Ha. Its energy above the lowest of the compared OMol25 structures with the same formula, charge and spin is 138.62 kcal per mole. The LUMO energy (spin up / spin down) is -0.637 / -0.805 eV. For the molar mass, the calculation gives 135.1 g mol⁻¹.

=====

Formula: C2H5N3O2S
Source: the Open Molecules 2025 dataset
Level of theory: the ωB97M-V functional and the def2-TZVPD basis

Last column: Mulliken charge in e.
Element x y z (Å)
N 0.8166 -1.6240 -0.4669  -0.411
C 0.3021 -0.4400 -0.1043  0.679
N -0.6904 0.1837 -0.6527  -0.554
S -1.4467 -0.5749 -1.9666  -0.208
C 1.0552 0.1958 1.0634  0.377
O 2.1004 -0.2738 1.4616  -0.638
N 0.5365 1.3530 1.5452  -0.094
O -0.8104 1.7109 1.4725  -0.436
H 1.6686 -1.9359 -0.0112  0.247
H 0.5797 -2.0569 -1.3309  0.161
H -2.1241 0.5246 -2.3124  0.155
H 0.9725 1.7586 2.3725  0.265
H -1.0523 1.4863 0.5420  0.458

As for the HOMO-LUMO gap: 0.3490 Eh. The value obtained for the highest occupied orbital energy is -0.3262 Ha. Its energy above the lowest of the compared OMol25 structures with the same formula, charge and spin is 43.04 kcal per mole. The SMILES is N/C(=N\S)C(=O)NO. The LUMO energy is 0.620 eV. For the molar mass, the calculation gives 135.1 g mol⁻¹.

=====

Formula: C2H5N3O2S
Source: the Open Molecules 2025 dataset
Level of theory: the ωB97M-V functional and the def2-TZVPD basis

Last column: Mulliken charge in e.
Element x y z (Å)
H -2.9350 -1.5013 -1.0193  0.192
N -1.8953 -1.5270 -0.6282  -0.630
C -1.3375 -0.4685 0.0080  0.562
N -1.5881 0.8043 -0.1536  -0.178
O -0.8969 1.9789 0.5382  -0.423
S 0.1935 -0.9738 0.6114  -0.262
C 1.3357 0.0694 -0.1413  0.798
N 2.6000 -0.4501 -0.1753  -0.464
O 1.2322 1.2263 -0.6082  -0.709
H -2.5266 1.1931 -0.1994  0.250
H -0.1731 2.1305 -0.1699  0.419
H 3.3529 0.1676 -0.4732  0.240
H 2.6987 -1.4460 0.1376  0.205

As for the HOMO-LUMO gap: 0.3623 Eh. The value obtained for the highest occupied orbital energy is -0.3406 Ha. Its energy above the lowest of the compared OMol25 structures with the same formula, charge and spin is 73.99 kcal per mole. The SMILES is [H]/N=C(\NO)SC(N)=O. The LUMO energy is 0.591 eV. For the molar mass, the calculation gives 135.1 g mol⁻¹.

=====

Formula: C2H5N3O3
Source: the Open Molecules 2025 dataset
Level of theory: the ωB97M-V functional and the def2-TZVPD basis

Last column: Mulliken charge in e.
Element x y z (Å)
C 2.2783 -1.4599 0.1577  -0.284
N 1.6342 -0.4136 -0.2438  -0.480
O 0.2561 -0.7209 -0.2871  -0.080
C -0.5480 0.3655 -0.1778  0.518
N -0.3431 1.6137 -0.0304  -0.367
O 0.8704 2.1374 0.2996  -0.350
N -1.8725 -0.0518 -0.3592  -0.227
O -2.1990 -1.2625 0.3147  -0.363
H 1.7005 -2.3197 0.5305  0.304
H 3.3650 -1.4818 0.0142  0.292
H 1.5436 1.4324 0.2609  0.420
H -2.4651 0.7394 -0.1262  0.291
H -1.8758 -1.0735 1.2570  0.329

As for the HOMO-LUMO gap: 0.3265 Eh. The value obtained for the highest occupied orbital energy is -0.3184 Ha. Its energy above the lowest of the compared OMol25 structures with the same formula, charge and spin is 135.16 kcal per mole. The SMILES is C=NO/C(=N\O)NO. The LUMO energy is 0.222 eV. For the molar mass, the calculation gives 119.1 g mol⁻¹.